1.
The following is a quantum chemistry calculation of a 2-piece molecular cluster, C4H11NO3S overall at a distorted geometry, from OMol25.

Output
Orbital gap (eV): 8.7
Energy above the lowest of the compared OMol25 structures with the same formula, charge and spin (eV): 4.079
Net charge: 0
HOMO energy (eV): -8.23

Element x y z (Å)
C -0.217 -2.121 0.518
C 1.014 0.409 -1.497
C 1.832 1.484 0.445
C -0.232 0.112 0.445
N 0.776 0.804 -0.166
O -2.057 0.082 -1.529
O -2.660 -0.847 0.720
O -2.242 1.506 0.507
S -1.876 0.251 -0.090
H -1.090 -2.444 -0.053
H 0.698 -2.503 0.085
H -0.303 -2.448 1.580
H 0.208 0.339 -2.112
H 1.633 1.050 -1.990
H 1.672 -0.622 -1.576
H 2.292 2.071 -0.368
H 1.402 2.171 1.079
H 2.572 0.936 1.063
H -0.261 0.325 1.474
H -3.163 -0.557 1.464

From a Mulliken analysis of the wavefunction, the atomic charges in e read: atom 1 (C): -0.81, atom 2 (C): -1.17, atom 3 (C): -1.05, atom 4 (C): -0.55, atom 5 (N): 0.27, atom 6 (O): -0.62, atom 7 (O): -0.49, atom 8 (O): -0.67, atom 9 (S): 1.29, atom 10 (H): 0.30, atom 11 (H): 0.31, atom 12 (H): 0.26, atom 13 (H): 0.41, atom 14 (H): 0.45, atom 15 (H): 0.24, atom 16 (H): 0.36, atom 17 (H): 0.45, atom 18 (H): 0.28, atom 19 (H): 0.40, atom 20 (H): 0.37


2.
The following is a quantum chemistry calculation of a 2-piece molecular cluster, C5H11NO overall at a distorted geometry, from OMol25.

Output
Orbital gap (spin up / spin down) (eV): 7.6 / 7.6
Energy above the lowest of the compared OMol25 structures with the same formula, charge and spin (eV): 4.442
Net charge: 0
HOMO energy (spin up / spin down) (eV): -7.32 / -7.32

Element x y z (Å)
C -0.910 0.129 -0.771
C -2.185 -0.340 -0.152
C 2.225 -0.555 -0.592
N -0.501 1.278 1.386
C 0.422 0.394 0.938
C 1.216 0.483 -0.225
O 0.415 -0.791 1.604
H -0.160 -0.642 2.372
H -0.341 2.206 1.000
H -0.437 -0.693 -1.304
H -1.003 1.030 -1.370
H 1.289 1.466 -0.678
H -2.776 -0.827 -0.940
H -2.767 0.484 0.268
H -1.986 -1.108 0.602
H 3.210 -0.105 -0.736
H 2.325 -1.358 0.140
H 1.965 -1.050 -1.541

From a Mulliken analysis of the wavefunction, the atomic charges in e read: atom 1 (C): -0.48, atom 2 (C): -0.96, atom 3 (C): -1.22, atom 4 (N): -0.89, atom 5 (C): 0.57, atom 6 (C): -0.17, atom 7 (O): -0.52, atom 8 (H): 0.42, atom 9 (H): 0.20, atom 10 (H): 0.33, atom 11 (H): 0.37, atom 12 (H): 0.44, atom 13 (H): 0.39, atom 14 (H): 0.32, atom 15 (H): 0.26, atom 16 (H): 0.36, atom 17 (H): 0.32, atom 18 (H): 0.28


3.
The following is a quantum chemistry calculation of C3H4NO as an isolated structure at a distorted geometry, from OMol25.

Output
Orbital gap (eV): 10.9
Energy above the lowest of the compared OMol25 structures with the same formula, charge and spin (eV): 1.548
Net charge: +1
HOMO energy (eV): -15.16

Element x y z (Å)
C -2.267 0.302 -0.020
C 2.898 0.335 -0.120
C -1.295 -0.455 -0.078
N 1.928 -0.201 0.130
O -0.288 -1.065 -0.111
H -2.859 0.854 -0.813
H -2.834 0.186 0.929
H 3.936 0.623 -0.091
H 0.779 -0.579 0.174

From a Mulliken analysis of the wavefunction, the atomic charges in e read: atom 1 (C): -0.83, atom 2 (C): -0.04, atom 3 (C): 0.87, atom 4 (N): -0.06, atom 5 (O): -0.43, atom 6 (H): 0.31, atom 7 (H): 0.26, atom 8 (H): 0.37, atom 9 (H): 0.53


4.
The following is a quantum chemistry calculation of one molecule with the formula C6H9N, from OMol25.

Output
SMILES: Cc1c[nH]c(C)c1
Orbital gap (spin up / spin down) (eV): 7.3 / 7.3
Energy above the lowest of the compared OMol25 structures with the same formula, charge and spin (eV): 4.638
Net charge: 0
HOMO energy (spin up / spin down) (eV): -6.73 / -6.72

Element x y z (Å)
C 2.309 0.239 -0.280
C -2.551 0.385 -0.181
N 0.696 -1.187 1.034
C 1.027 -0.046 0.423
C -1.116 0.104 0.073
C -0.547 -1.300 -0.007
C -0.120 0.918 0.435
H 1.358 -1.946 0.888
H -0.100 -1.461 -1.001
H -0.091 1.962 0.718
H 2.120 0.693 -1.256
H 2.866 0.980 0.306
H 2.932 -0.648 -0.399
H -3.163 -0.231 0.486
H -2.797 1.438 -0.038
H -2.823 0.099 -1.201

From a Mulliken analysis of the wavefunction, the atomic charges in e read: atom 1 (C): -1.19, atom 2 (C): -1.15, atom 3 (N): -0.41, atom 4 (C): 1.01, atom 5 (C): 0.88, atom 6 (C): -0.99, atom 7 (C): -0.97, atom 8 (H): 0.30, atom 9 (H): 0.21, atom 10 (H): 0.41, atom 11 (H): 0.31, atom 12 (H): 0.33, atom 13 (H): 0.37, atom 14 (H): 0.30, atom 15 (H): 0.31, atom 16 (H): 0.27


Number 1: E_tot -837.51760 hartree. Number 2: E_tot -326.96812 hartree. Number 3: E_tot -246.33520 hartree. Number 4: E_tot -288.61161 hartree.